This record from the Open Molecules 2025 dataset describes a structure of composition C14H39N2O8Zn at a distorted geometry. The level of theory is ωB97M-V/def2-TZVPD.

ORCA input file:
```
! wB97M-V def2-TZVPD RIJCOSX def2/J DEFGRID3
* xyz 1 1
Zn -14.133 -20.642 -1.307
O -17.592 -19.818 -3.419
C -17.012 -19.632 -2.284
O -15.922 -20.187 -2.006
O -17.547 -18.818 -1.477
H -18.404 -19.346 -3.221
C -15.321 -15.647 1.951
C -16.202 -16.263 0.868
C -16.200 -15.511 -0.481
O -15.834 -17.596 0.617
H -14.308 -15.544 1.563
H -15.207 -16.405 2.726
H -15.628 -14.636 2.219
H -17.226 -16.170 1.230
H -16.644 -14.530 -0.312
H -16.700 -16.020 -1.304
H -15.154 -15.345 -0.740
H -16.593 -18.001 0.190
C -12.392 -16.878 -2.530
C -13.244 -18.114 -2.467
C -12.671 -19.135 -3.444
O -13.442 -20.285 -3.249
C -13.105 -21.436 -4.056
N -13.355 -18.632 -1.073
H -11.437 -17.130 -2.068
H -12.874 -16.047 -2.015
H -12.206 -16.637 -3.577
H -14.238 -17.883 -2.850
H -11.622 -19.338 -3.232
H -12.705 -18.751 -4.464
H -12.088 -21.805 -3.924
H -13.388 -21.216 -5.086
H -13.881 -22.118 -3.709
H -14.086 -18.078 -0.651
H -12.393 -18.474 -0.812
C -18.357 -21.329 3.612
C -18.531 -20.628 2.258
C -18.197 -19.120 2.237
O -18.878 -18.161 3.117
C -20.315 -18.101 2.953
N -17.637 -21.198 1.235
H -18.718 -20.688 4.416
H -17.308 -21.574 3.779
H -18.952 -22.240 3.676
H -19.568 -20.645 1.923
H -18.249 -18.791 1.199
H -17.169 -19.089 2.596
H -20.636 -18.020 1.914
H -20.708 -17.187 3.398
H -20.801 -18.980 3.375
H -17.804 -20.703 0.371
H -17.941 -22.116 0.942
C -15.995 -23.528 -0.958
O -14.731 -22.866 -0.932
H -16.293 -23.659 0.082
H -16.694 -22.847 -1.444
H -15.985 -24.502 -1.447
H -14.084 -23.507 -0.629
C -20.068 -16.446 -2.563
O -20.254 -17.730 -1.918
H -20.706 -16.598 -3.434
H -20.426 -15.702 -1.852
H -19.019 -16.530 -2.846
H -19.434 -18.148 -1.645
*
```

Output
- Lowest unoccupied orbital energy: -4.4839 eV
- Highest occupied orbital energy: -11.38 eV
- Largest force on an atom: 4.80 eV Å⁻¹
- Gap between HOMO and LUMO: 6.90 eV

***

This record from the Open Molecules 2025 dataset describes a cluster of 6 separate species, C14H40O10 in total at a distorted geometry. The level of theory is ωB97M-V/def2-TZVPD.

ORCA input file:
```
! wB97M-V def2-TZVPD RIJCOSX def2/J DEFGRID3
* xyz 0 1
C -1.890 -4.222 26.661
C -3.125 -3.588 27.249
C -2.867 -3.166 28.649
O -3.540 -2.482 26.480
H -1.042 -3.554 26.812
H -1.961 -4.448 25.597
H -1.573 -5.116 27.197
H -3.901 -4.350 27.170
H -1.948 -2.590 28.763
H -2.879 -4.037 29.305
H -3.691 -2.534 28.978
H -4.377 -2.142 26.802
C 3.804 2.925 26.885
C 2.935 1.646 26.862
C 2.790 1.053 25.438
O 3.582 0.669 27.565
H 3.681 3.478 27.816
H 3.465 3.631 26.127
H 4.848 2.747 26.627
H 1.945 1.697 27.316
H 2.012 0.290 25.418
H 3.704 0.557 25.112
H 2.506 1.889 24.799
H 3.812 1.071 28.406
O -1.977 -0.172 27.031
C -1.125 0.240 26.018
C -0.718 -0.919 25.092
O -1.881 -1.587 24.533
H -2.620 -0.801 26.696
H -1.622 0.960 25.368
H -0.344 0.821 26.508
H -0.068 -1.611 25.627
H -0.019 -0.566 24.334
H -2.295 -2.130 25.208
O -4.533 3.361 24.294
C -3.543 3.651 23.371
C -3.511 5.172 23.259
O -3.044 5.739 24.481
H -4.226 3.648 25.157
H -2.610 3.131 23.585
H -3.954 3.309 22.421
H -4.492 5.622 23.105
H -2.815 5.560 22.515
H -3.444 6.607 24.569
O -4.733 4.697 26.796
C -3.894 4.009 27.738
C -2.692 3.314 27.016
O -1.690 4.296 26.551
H -4.668 5.643 26.948
H -3.602 4.751 28.480
H -4.541 3.324 28.286
H -2.983 2.700 26.163
H -2.199 2.619 27.695
H -2.118 4.824 25.873
O -6.382 -3.460 21.882
C -5.269 -4.343 22.046
C -4.215 -3.741 23.108
O -3.581 -2.651 22.466
H -5.933 -2.612 21.895
H -5.500 -5.338 22.427
H -4.777 -4.490 21.085
H -3.397 -4.433 23.307
H -4.793 -3.514 24.004
H -2.906 -2.277 23.038
*
```

Output
- SMILES string: CC(C)O.CC(C)O.OCCO.OCCO.OCCO.OCCO
- Lowest unoccupied orbital energy: 0.4331 eV
- Highest occupied orbital energy: -9.90 eV
- Largest force on an atom: 2.76 eV Å⁻¹
- Gap between HOMO and LUMO: 10.33 eV